[1]
C4H8KO2 | ωB97M-V/def2-TZVPD

```
15
Properties=species:S:1:pos:R:3:forces:R:3
C -0.75603 -2.24778 0.66928 0.028 -0.344 0.049
O 0.07698 -2.65371 -0.34681 -0.132 -0.271 0.290
C -0.63505 -0.76158 1.06210 -0.364 0.300 -0.270
O -0.99426 0.11553 0.04988 0.206 -0.029 0.513
K 0.41058 -0.78887 -1.74347 -0.009 -0.036 -0.316
H -0.58986 -2.82043 1.62247 0.014 0.007 -0.062
H -1.84156 -2.40888 0.42543 0.178 0.067 0.046
H 0.42868 -0.60600 1.37833 -0.036 -0.060 0.028
H -1.25098 -0.60636 1.98469 0.089 -0.084 -0.052
C 0.19498 2.14555 -0.83243 -1.011 3.049 -0.738
C 1.51895 1.75174 -0.82518 -0.063 -0.677 0.673
H 0.14351 3.24112 -0.88449 1.036 1.177 -1.304
H -0.87084 2.12910 -1.08464 0.180 -2.680 1.122
H 1.95975 1.32061 0.08104 -0.223 -1.398 -0.889
H 2.20514 2.18996 -1.55621 0.107 0.980 0.910
```
Forces are in eV/Å.

Its orbital gap (spin up / spin down) is 0.1659 / 0.1620 hartree. The net charge is -1. The HOMO energy (spin up / spin down) comes out at -2.224 / -2.099 eV. Its max |F| is 0.064 Eh/bohr.

***

[2]
C6H16N2 | ωB97M-V/def2-TZVPD

```
24
Properties=species:S:1:pos:R:3:forces:R:3
C -2.45389 -1.39027 1.24573 0.640 -0.288 -0.445
N -1.09266 -1.94195 0.97775 -0.347 1.528 -0.857
C -0.05419 -0.89143 1.08949 0.151 -0.319 -0.187
C 0.88058 -0.88440 -0.13840 0.954 1.510 0.918
N 0.96491 0.48823 -0.65092 0.069 -0.564 0.241
C 2.14204 0.85724 -1.42807 -1.037 0.466 -0.481
C 2.54061 2.27962 -1.08666 0.215 0.488 0.572
C -2.82384 -0.10266 0.49849 -0.429 1.197 2.564
H -2.55510 -1.31651 2.32734 -0.202 0.149 -0.028
H -3.13304 -2.13787 0.85263 -0.270 -0.363 0.464
H -1.10829 -2.06471 -0.03447 -0.084 -0.617 0.155
H 0.53408 -1.01109 1.97930 0.408 -0.683 0.547
H -0.38944 0.13731 1.24305 -0.523 -0.152 -0.415
H 1.88698 -1.01798 0.26693 0.042 -0.616 -0.315
H 0.68344 -1.66126 -0.88538 -0.219 -0.065 0.064
H 0.08045 0.81988 -1.00356 0.076 0.100 -0.312
H 2.92207 0.13803 -1.24655 0.435 -0.175 0.396
H 1.97538 0.79356 -2.51250 -0.124 -0.018 -0.035
H 2.87442 2.38909 -0.05690 0.300 -0.449 0.189
H 3.34135 2.66477 -1.72024 -0.176 0.054 -0.148
H 1.68271 2.96104 -1.06985 -0.010 -0.161 -0.667
H -3.36036 -0.30470 -0.42000 0.461 0.464 -0.362
H -3.46493 0.49981 1.17766 -0.848 -0.825 -0.420
H -2.07326 0.69626 0.59512 0.520 -0.661 -1.437
```
Forces are in eV/Å.

Its orbital gap is 0.3509 hartree. The net charge is 0. The HOMO energy comes out at -8.472 eV. The structure (SMILES) is CCNCCNCC. Its max |F| is 0.056 Eh/bohr. The energy above the lowest of the compared OMol25 structures with the same formula, charge and spin is 45.2 kcal/mol.

***

[3]
C6H28B2ClCrMgO6S | ωB97M-V/def2-TZVPD

```
46
Properties=species:S:1:pos:R:3:forces:R:3
Cr 1.50757 1.36629 1.81403 5.942 1.232 4.235
Mg -1.14637 1.80463 -0.39644 -12.190 -3.192 -4.905
Cl 0.71488 3.11094 2.42037 -0.964 5.490 5.053
B -1.05138 3.49645 0.43500 -1.971 4.931 0.811
H -1.20199 2.70789 1.15592 -1.486 -2.073 2.305
H -0.06166 3.91094 0.54858 2.914 1.293 -0.642
H -1.23300 3.11560 -0.55808 -1.206 5.464 -4.721
H -1.81857 4.24468 0.56075 -2.549 2.767 0.566
B 0.19154 1.23452 0.36128 5.742 -4.185 0.334
H 0.25587 2.05664 -0.33458 4.468 2.326 -1.490
H -0.19822 1.51288 1.32815 -1.669 0.829 1.000
H -0.48135 0.50864 -0.06833 0.281 -2.663 -0.551
H 1.19729 0.84915 0.42615 0.271 -2.832 -3.068
O -2.98518 -2.74435 -0.39199 1.694 -0.333 0.039
S -1.56174 -2.76124 -0.69281 -0.647 -1.369 -1.292
O -0.69332 -3.89608 -0.33998 -1.536 2.204 -0.611
O -1.44445 -2.42728 -2.33762 1.070 0.811 3.026
C -1.82934 -3.37302 -3.33758 -1.358 -0.010 -0.022
C -3.19646 -2.93215 -3.90941 0.890 -0.871 0.417
C -0.87563 -1.21318 -0.05128 -1.735 -2.884 -3.275
H -1.92749 -4.36467 -2.89589 0.159 -0.073 -0.045
H -1.02558 -3.37584 -4.07384 -0.125 0.000 0.014
H -3.97115 -3.01543 -3.14716 0.113 0.016 0.073
H -3.40391 -3.68971 -4.66517 -0.341 0.441 -0.411
H -3.17519 -1.90472 -4.27278 0.056 -0.233 -0.301
H -1.61966 -0.43612 -0.22646 -0.604 -1.337 -0.136
H 0.00739 -1.00123 -0.65415 -0.687 -0.337 -0.060
H -0.66521 -1.22962 1.01809 -2.200 -2.789 -3.590
C -0.46156 -0.15994 2.49957 -1.265 -1.974 1.297
O 0.68693 0.53668 2.82674 -10.411 -8.963 14.185
H -0.74687 -0.86794 3.27766 0.011 0.108 0.274
H -1.32525 0.44823 2.23070 0.057 0.156 0.376
H -0.21140 -0.76638 1.62909 2.018 2.516 3.822
H 0.71059 0.62383 3.78249 0.003 0.522 0.725
C 3.57946 2.17171 0.17495 1.607 -0.789 -0.083
O 2.28528 2.23334 0.76382 10.590 10.535 -11.804
H 3.98239 3.06406 -0.30408 -0.685 0.490 0.410
H 4.22695 1.92040 1.01501 0.336 -0.278 -0.443
H 3.56282 1.42626 -0.62012 0.343 -0.202 0.178
H 1.84136 2.92701 0.27050 -0.631 0.759 0.162
C 2.20970 -0.79231 0.42161 1.618 -2.152 -0.225
O 2.34884 -0.33687 1.79782 3.053 -2.991 -2.676
H 2.42730 -0.05130 -0.34758 -0.124 -0.135 0.556
H 2.97771 -1.55199 0.27622 -0.154 -0.366 -0.061
H 1.20857 -1.21032 0.31629 1.155 -0.038 -0.134
H 2.38929 -1.16916 2.27453 0.145 0.180 0.687
```
Forces are in eV/Å.

Its orbital gap (spin up / spin down) is 0.1942 / 0.2847 hartree. The net charge is +1. Its multiplicity is 5. The HOMO energy (spin up / spin down) comes out at -9.497 / -12.137 eV. Its max |F| is 0.384 Eh/bohr. The energy above the lowest of the compared OMol25 structures with the same formula, charge and spin is 469.8 kcal/mol.

***

Question: net charge of number 2 (C6H16N2)?
Answer: 0

***

Question: Among the records above, which one has the highest max |F|?
Answer: C6H28B2ClCrMgO6S